# 1
This record from OMol25 describes a molecular structure, C18H38EuNO2P2. The level of theory is ωB97M-V/def2-TZVPD.

Results
F_max: 4.4 eV/A
E: -62756.588 eV
Multiplicity: 7
Highest occupied orbital energy (spin up / spin down): -0.508 / -0.542 Eh
Kohn-Sham gap (spin up / spin down): 5.63 / 7.52 eV
Total charge: +2
M: 514.4 u

```
62
Properties=species:S:1:pos:R:3:lowdin_spin:R:1
Eu 0.32 0.57 -0.03 6.364
P -1.93 0.95 1.43 -0.020
P 1.52 -1.04 -1.84 -0.022
N -1.41 0.36 -1.71 -0.247
C -3.02 1.29 -0.04 0.003
H -4.06 1.26 0.29 0.000
H -2.85 2.33 -0.35 0.001
C -2.81 0.34 -1.25 -0.020
H -3.14 -0.67 -0.95 -0.007
H -3.52 0.65 -2.05 -0.007
C -1.16 -0.60 -2.80 -0.027
H -1.75 -0.36 -3.72 -0.009
H -1.46 -1.64 -2.54 -0.008
C 0.34 -0.63 -3.21 -0.002
H 0.63 0.34 -3.64 0.001
H 0.50 -1.36 -4.01 0.000
C 1.80 -2.83 -1.72 -0.004
C 2.34 -3.23 -0.33 0.001
H 2.35 -4.32 -0.24 0.000
H 1.68 -2.85 0.47 0.001
H 3.35 -2.86 -0.16 0.000
C 3.06 0.04 -2.00 0.000
C 4.11 -0.21 -0.90 0.001
H 4.91 0.55 -0.99 0.000
H 4.59 -1.19 -0.99 0.000
H 3.69 -0.10 0.12 0.000
C -1.37 2.58 2.18 0.000
C -0.45 2.42 3.41 0.000
H -0.06 3.40 3.70 0.000
H 0.43 1.78 3.20 0.000
H -0.99 2.02 4.28 0.000
C -2.74 -0.22 2.57 -0.004
C -1.71 -0.91 3.49 -0.001
H -2.19 -1.71 4.06 0.000
H -1.26 -0.20 4.21 0.000
H -0.90 -1.37 2.90 0.000
C -0.70 -1.91 0.42 -0.002
O -1.26 -2.92 0.44 0.002
C 3.63 0.00 -3.41 0.000
H 4.10 -0.96 -3.66 0.000
H 2.87 0.24 -4.18 0.000
H 4.42 0.75 -3.50 0.000
C -2.53 3.54 2.41 0.000
H -2.13 4.52 2.69 0.000
H -3.13 3.69 1.50 0.000
H -3.19 3.23 3.23 0.000
C -3.90 0.44 3.29 -0.002
H -4.49 -0.33 3.79 0.000
H -3.55 1.14 4.06 0.000
H -4.57 0.97 2.59 0.000
C 2.64 -3.31 -2.89 -0.002
H 3.69 -3.02 -2.78 0.000
H 2.61 -4.41 -2.92 0.000
H 2.25 -2.95 -3.85 0.000
H 0.78 -3.26 -1.82 0.000
H -3.15 -1.00 1.89 0.000
H 2.66 1.07 -1.83 0.000
H -0.73 3.01 1.37 0.001
H 0.34 2.68 -0.93 0.004
H 0.98 2.72 -0.44 0.004
O 3.18 1.97 2.16 0.003
C 2.34 1.51 1.54 0.000
```

# 2
This record from OMol25 describes 9 unconnected molecules or ions with the total composition C18H38F10N11O22S10. The level of theory is ωB97M-V/def2-TZVPD.

Results
F_max: 11.7 eV/A
E: -216231.407 eV
Highest occupied orbital energy: -0.189 Eh
Kohn-Sham gap: 3.93 eV
Total charge: -1
M: 1271.2 u

```
109
Properties=species:S:1:pos:R:3:mulliken_charge:R:1
C 2.20 -2.67 0.73 -0.955
C 3.60 -2.19 0.40 0.204
N 4.70 -2.50 1.35 0.393
C 4.85 -2.03 2.64 -0.341
C 5.97 -2.62 3.25 -0.576
N 6.49 -3.56 2.37 0.160
C 5.66 -3.49 1.21 -0.226
C 7.67 -4.34 2.44 -0.805
H 1.55 -2.42 1.56 0.402
H 2.31 -3.75 0.70 0.399
H 1.53 -2.43 -0.10 0.182
H 3.47 -1.11 0.33 -0.238
H 3.99 -2.68 -0.50 -0.021
H 4.14 -1.30 2.99 0.554
H 6.44 -2.56 4.22 0.446
H 5.81 -3.97 0.26 0.354
H 8.41 -3.98 3.15 0.340
H 8.11 -4.59 1.47 0.285
H 7.43 -5.30 2.91 0.366
C 2.91 -3.82 -2.93 -1.369
C 2.59 -2.44 -3.63 0.310
N 1.20 -2.26 -4.01 0.223
C 0.33 -3.29 -4.31 -0.565
C -0.95 -2.81 -4.46 -0.475
N -0.84 -1.41 -4.22 0.407
C 0.45 -1.12 -3.87 -0.490
C -1.94 -0.50 -4.35 -0.790
H 3.77 -3.66 -2.28 0.243
H 3.18 -4.54 -3.71 0.440
H 2.09 -4.23 -2.34 0.385
H 3.24 -2.29 -4.49 0.305
H 2.81 -1.66 -2.90 -0.130
H 0.71 -4.30 -4.24 0.488
H -1.87 -3.28 -4.76 0.516
H 0.76 -0.17 -3.45 0.625
H -1.63 0.33 -3.70 0.194
H -2.76 -0.94 -3.78 0.391
H -2.23 -0.13 -5.33 0.315
C 5.00 3.99 1.87 -0.393
C 4.21 3.51 3.06 0.635
O 4.30 4.05 4.16 -0.494
N 3.10 2.46 2.72 0.470
H 3.03 2.47 1.71 0.079
H 3.48 1.59 3.09 0.280
C 1.80 2.79 3.48 -0.759
H 5.32 5.02 2.02 0.329
H 4.23 3.97 1.10 -0.046
H 5.83 3.33 1.65 0.275
H 1.40 3.50 2.75 0.382
H 1.99 3.31 4.41 0.378
H 1.24 1.85 3.50 0.251
C 0.04 0.87 1.31 0.340
C -0.95 0.55 0.15 -0.583
O -0.62 0.46 -1.01 -0.021
N -2.36 0.21 0.65 1.156
H -2.35 -0.77 0.89 0.595
H -2.46 0.80 1.46 0.398
C -3.47 0.48 -0.36 -0.689
H 0.92 1.23 0.78 -0.384
H 0.29 -0.04 1.86 0.336
H -0.46 1.74 1.74 0.061
H -3.26 0.03 -1.33 0.047
H -3.39 1.56 -0.50 0.386
H -4.40 0.16 0.11 0.345
N -8.68 0.58 -0.98 -0.452
S -7.61 1.45 -1.42 1.191
O -6.42 0.80 -1.82 -0.444
O -7.43 2.69 -0.64 -0.634
F -8.37 1.84 -2.79 -0.327
S -7.99 0.07 0.47 0.942
O -8.76 0.43 1.62 -0.635
O -6.56 -0.11 0.69 -0.367
F -8.45 -1.48 0.25 -0.334
N -2.92 1.51 2.95 -0.276
S -2.48 2.53 3.95 0.907
O -1.21 2.37 4.68 -0.647
O -3.59 3.30 4.57 -0.622
F -1.95 3.65 2.88 -0.324
S -3.88 0.52 3.97 0.967
O -5.26 0.91 4.29 -0.541
O -3.15 -0.22 4.98 -0.641
F -4.04 -0.59 2.86 -0.200
N -3.84 4.76 -3.89 -0.433
S -3.96 4.53 -2.16 1.046
O -2.93 3.87 -1.34 -0.419
O -5.36 4.62 -1.69 -0.515
F -3.50 5.98 -1.80 -0.307
S -4.25 3.40 -4.20 0.939
O -5.66 3.05 -3.96 -0.499
O -3.32 2.32 -4.16 -0.482
F -4.33 3.58 -5.79 -0.367
N 2.55 2.58 0.12 -0.162
S 3.11 1.84 -1.31 0.529
O 3.89 2.56 -2.28 -0.566
O 2.29 0.73 -1.85 -0.275
F 4.25 0.98 -0.48 -0.406
S 1.93 3.70 -0.68 0.909
O 1.05 3.40 -1.81 -0.474
O 2.64 4.96 -0.74 -0.679
F 0.91 3.93 0.54 -0.274
N -2.07 -2.43 0.75 -0.103
S -1.53 -3.47 2.00 0.907
O -0.19 -4.07 2.02 -0.604
O -2.62 -4.17 2.71 -0.545
F -1.12 -2.13 2.86 -0.248
S -1.84 -3.44 -0.34 0.490
O -2.76 -4.54 -0.37 -0.655
O -0.68 -3.52 -1.20 -0.372
F -2.55 -2.37 -1.33 -0.320
```

# 3
This record from OMol25 describes a molecular structure, C18H38F2IN3O6PtS2. The level of theory is ωB97M-V/def2-TZVPD.

Results
F_max: 10.8 eV/A
E: -74474.306 eV
Multiplicity: 4
Highest occupied orbital energy (spin up / spin down): -0.442 / -0.443 Eh
Kohn-Sham gap (spin up / spin down): 8.29 / 5.06 eV
Total charge: +1
M: 816.6 u

```
71
Properties=species:S:1:pos:R:3:lowdin_spin:R:1
Pt 27.45 -0.46 -32.56 1.242
N 27.91 -1.51 -34.24 0.055
S 27.58 -1.80 -35.72 0.010
O 26.84 -3.03 -35.97 0.012
O 28.46 -1.32 -36.82 0.014
F 26.39 -0.70 -35.99 0.002
S 29.39 -2.46 -34.41 0.007
O 30.53 -1.85 -35.16 0.007
O 29.29 -3.93 -34.24 0.005
F 29.78 -2.11 -32.91 0.007
I 29.03 0.36 -30.39 0.352
C 25.64 4.75 -32.67 0.045
C 25.93 3.84 -33.88 0.054
C 26.11 4.65 -35.19 0.001
C 27.49 5.32 -35.27 0.000
C 28.50 4.08 -35.34 0.000
C 28.43 3.16 -34.05 0.054
N 27.03 2.89 -33.73 0.624
O 26.89 2.02 -32.70 0.107
C 29.10 1.81 -34.45 0.034
C 29.10 3.82 -32.89 0.045
C 24.60 2.99 -34.07 0.031
H 24.62 5.15 -32.69 0.002
H 26.26 5.65 -32.66 0.002
H 25.70 4.18 -31.74 0.001
H 26.05 3.89 -35.97 0.000
H 25.43 5.49 -35.37 0.000
H 27.63 5.94 -34.38 0.000
H 27.48 5.91 -36.19 0.000
H 29.52 4.46 -35.29 0.000
H 28.53 3.57 -36.31 0.000
H 30.09 1.94 -34.89 0.002
H 29.32 1.18 -33.59 0.010
H 28.47 1.09 -34.98 0.001
H 30.17 3.88 -33.12 0.006
H 28.60 4.74 -32.59 0.000
H 29.09 3.18 -32.01 0.001
H 24.83 2.10 -34.67 0.000
H 23.91 3.53 -34.72 0.002
H 24.09 2.75 -33.14 0.001
H 26.91 2.66 -31.99 0.018
C 24.85 -3.34 -30.06 0.006
C 25.74 -3.06 -31.28 0.006
C 25.57 -4.19 -32.30 0.000
C 24.31 -4.23 -33.16 0.000
C 24.12 -2.92 -33.81 0.000
C 24.24 -1.67 -32.81 0.010
N 25.46 -1.74 -31.97 0.159
O 25.53 -0.78 -31.03 0.029
C 24.30 -0.39 -33.68 0.006
C 22.94 -1.54 -32.00 0.008
C 27.19 -3.04 -30.84 0.008
H 23.81 -3.43 -30.37 0.000
H 25.06 -2.63 -29.26 0.000
H 25.02 -4.36 -29.71 0.000
H 26.38 -4.26 -33.03 0.000
H 25.62 -5.18 -31.85 0.000
H 23.48 -4.38 -32.47 0.000
H 24.25 -5.04 -33.89 0.000
H 23.13 -2.90 -34.28 0.000
H 24.89 -2.82 -34.57 0.000
H 23.90 0.51 -33.21 0.000
H 25.32 -0.17 -34.00 0.002
H 23.74 -0.55 -34.60 0.000
H 22.88 -0.71 -31.29 0.000
H 22.12 -1.21 -32.64 0.001
H 22.58 -2.41 -31.46 0.000
H 27.42 -3.96 -30.31 0.001
H 27.40 -2.22 -30.16 0.002
H 27.84 -3.03 -31.71 0.002
H 24.75 -1.01 -30.53 0.005
```

# 4
This record from OMol25 describes a molecular structure, C18H38GaN5O2SSi. The level of theory is ωB97M-V/def2-TZVPD.

Results
F_max: 0.6 eV/A
E: -101909.083 eV
Highest occupied orbital energy: -0.556 Eh
Kohn-Sham gap: 10.41 eV
Total charge: +2
M: 486.4 u

```
66
Properties=species:S:1:pos:R:3:mulliken_charge:R:1
Ga 0.06 0.11 0.16 -0.356
C -2.12 -3.42 -1.37 -1.109
Si -0.53 -2.52 -1.58 0.626
C 0.84 -3.75 -1.82 -1.119
C -0.43 -1.36 -3.04 -0.866
O -0.32 -1.62 -0.18 -0.349
H -2.16 -4.30 -2.02 0.373
H -3.01 -2.82 -1.58 0.303
H -2.18 -3.76 -0.33 0.293
H 0.54 -4.43 -2.62 0.364
H 1.02 -4.37 -0.93 0.359
H 1.78 -3.29 -2.14 0.246
H -0.43 -1.92 -3.98 0.510
H 0.52 -0.81 -3.00 0.190
H -1.23 -0.62 -3.10 0.166
C 4.88 -1.05 -1.82 -0.832
N 3.74 -0.19 -1.46 0.184
C 3.71 1.19 -1.53 -0.447
C 2.48 1.56 -1.11 -0.537
N 1.76 0.42 -0.80 0.692
C 2.56 -0.61 -1.01 -0.848
H 5.70 -0.42 -2.16 0.338
H 4.60 -1.73 -2.63 0.346
H 5.21 -1.63 -0.96 0.328
H 4.55 1.77 -1.88 0.481
H 2.06 2.55 -1.05 0.563
H 2.29 -1.65 -0.87 0.497
C -4.61 1.38 1.98 -1.190
C -3.96 1.74 0.65 -0.407
S -2.97 0.38 -0.01 0.430
O -1.56 1.02 -0.27 -0.322
C -3.69 0.21 -1.64 -0.180
C -3.54 1.45 -2.52 -1.306
H -5.25 2.20 2.30 0.404
H -3.88 1.19 2.77 0.327
H -5.24 0.49 1.89 0.342
H -3.27 2.58 0.71 0.304
H -4.72 1.97 -0.09 0.462
H -4.73 -0.06 -1.44 0.574
H -3.19 -0.66 -2.06 -0.045
H -4.24 2.24 -2.25 0.382
H -3.76 1.17 -3.55 0.429
H -2.53 1.85 -2.48 0.260
C 3.80 0.27 4.17 -0.736
C 3.75 -0.42 2.82 -0.685
N 2.42 -0.23 2.24 -0.003
C 1.62 0.83 2.50 0.597
N 0.42 0.87 1.89 0.140
C -0.63 1.78 2.43 -0.461
C -0.24 2.40 3.75 -0.846
C 1.17 2.92 3.60 -0.695
N 2.05 1.78 3.32 0.153
C 3.37 1.71 3.99 -0.549
H 4.81 0.24 4.57 0.375
H 3.14 -0.23 4.87 0.308
H 3.93 -1.48 2.91 0.430
H 4.51 0.00 2.15 0.265
H 1.92 -1.06 1.95 0.219
H -1.55 1.20 2.54 0.183
H -0.82 2.57 1.71 0.308
H -0.26 1.65 4.55 0.328
H -0.93 3.19 4.01 0.438
H 1.53 3.39 4.52 0.451
H 1.24 3.66 2.80 0.250
H 3.27 2.21 4.95 0.413
H 4.10 2.27 3.40 0.254
```

# 5
This record from OMol25 describes 6 unconnected molecules or ions with the total composition C18H38N2O12. The level of theory is ωB97M-V/def2-TZVPD.

Results
F_max: 5.4 eV/A
E: -46825.254 eV
Structure (SMILES): C[N+](=O)[O-].C[N+](=O)[O-].CCOC(C)=O.CCOC(C)=O.CCOC(C)=O.CCOC(C)=O
Highest occupied orbital energy: -0.370 Eh
Kohn-Sham gap: 10.26 eV
M: 474.5 u

```
70
Properties=species:S:1:pos:R:3:mulliken_charge:R:1
C 1.23 -1.45 1.96 -0.666
N 1.43 -0.73 0.67 0.834
O 2.31 -1.15 -0.12 -0.521
O 0.69 0.21 0.48 -0.485
H 0.80 -0.79 2.71 0.285
H 2.21 -1.75 2.33 0.289
H 0.64 -2.33 1.72 0.262
C -3.79 4.57 2.24 -0.671
N -2.81 4.13 3.27 0.789
O -1.72 3.60 2.92 -0.497
O -3.25 4.20 4.41 -0.473
H -4.59 5.28 2.45 0.291
H -4.13 3.65 1.76 0.277
H -3.10 5.02 1.52 0.284
O -1.09 -1.46 -4.52 -0.589
C -0.53 -2.54 -4.94 0.702
O 0.37 -2.69 -5.89 -0.328
C 0.77 -1.52 -6.62 -0.334
C 2.05 -0.76 -6.09 -1.008
C -1.09 -3.85 -4.30 -0.942
H -0.03 -0.77 -6.65 0.341
H 0.95 -1.77 -7.66 0.336
H 1.91 -0.72 -5.01 0.302
H 2.01 0.31 -6.28 0.335
H 2.96 -1.35 -6.22 0.306
H -2.17 -3.70 -4.25 0.307
H -0.72 -4.07 -3.29 0.252
H -1.13 -4.67 -5.01 0.319
O -0.04 8.77 -0.91 -0.554
C 0.18 8.18 -1.93 0.776
O 0.34 8.78 -3.12 -0.347
C 0.22 10.19 -3.13 -0.233
C -1.25 10.58 -3.48 -1.114
C 0.38 6.73 -1.96 -1.039
H 0.79 10.62 -3.95 0.342
H 0.47 10.74 -2.23 0.292
H -1.25 11.64 -3.73 0.376
H -1.91 10.48 -2.61 0.304
H -1.60 10.02 -4.35 0.289
H -0.47 6.35 -2.53 0.268
H 0.61 6.25 -1.00 0.308
H 1.19 6.47 -2.64 0.332
O 4.21 -6.00 3.74 -0.585
C 4.62 -6.88 2.98 0.731
O 5.62 -6.76 2.10 -0.344
C 6.36 -5.54 1.89 -0.184
C 7.29 -5.32 3.10 -1.099
C 4.02 -8.24 3.09 -0.925
H 5.69 -4.69 1.79 0.259
H 6.94 -5.63 0.97 0.299
H 6.82 -5.12 4.06 0.331
H 7.89 -4.41 2.96 0.381
H 8.06 -6.08 3.03 0.287
H 3.93 -8.45 4.15 0.291
H 4.55 -9.04 2.58 0.297
H 3.01 -8.22 2.69 0.262
O -5.66 -0.13 4.26 -0.612
C -5.07 -1.21 4.43 0.723
O -4.66 -2.02 3.46 -0.271
C -4.62 -1.70 2.02 -0.244
C -4.60 -3.04 1.32 -1.075
C -4.85 -1.85 5.81 -0.904
H -3.69 -1.15 1.84 0.277
H -5.48 -1.13 1.69 0.302
H -3.70 -3.58 1.61 0.295
H -4.77 -2.80 0.27 0.371
H -5.48 -3.63 1.59 0.303
H -4.28 -2.77 5.70 0.287
H -5.78 -2.07 6.34 0.256
H -4.24 -1.26 6.49 0.292
```

# 6
This record from OMol25 describes 5 unconnected molecules or ions with the total composition C18H38N2O8. The level of theory is ωB97M-V/def2-TZVPD.

Results
F_max: 4.3 eV/A
E: -38631.882 eV
Multiplicity: 2
Highest occupied orbital energy (spin up / spin down): -0.429 / -0.429 Eh
Kohn-Sham gap (spin up / spin down): 7.49 / 2.79 eV
Total charge: +1
M: 410.5 u

```
66
Properties=species:S:1:pos:R:3:lowdin_spin:R:1
C 4.69 0.06 0.88 0.000
O 3.68 0.07 0.17 0.000
N 4.68 0.44 2.14 0.000
C 3.45 0.61 2.87 0.000
C 5.93 0.73 2.90 0.000
H 5.73 -0.07 0.54 0.000
H 2.61 0.72 2.17 0.000
H 3.46 1.52 3.47 0.000
H 3.30 -0.30 3.45 0.000
H 5.76 0.36 3.91 0.000
H 6.79 0.20 2.50 0.000
H 6.10 1.78 3.11 0.000
C -1.95 2.03 3.54 -0.033
O -1.12 2.78 2.95 0.442
N -1.76 0.74 3.71 0.390
C -2.80 -0.12 4.12 0.064
C -0.60 0.06 3.12 0.041
H -2.98 2.25 3.86 -0.003
H -2.54 -1.12 4.47 0.004
H -3.63 -0.16 3.41 0.034
H -3.42 0.24 4.93 0.018
H 0.29 0.66 2.91 0.004
H -0.39 -0.69 3.88 0.011
H -0.87 -0.35 2.15 0.024
O -2.57 -0.44 -2.98 0.000
C -1.42 -0.76 -3.00 0.000
O -0.45 -0.42 -2.14 0.001
C -0.69 0.36 -0.98 0.001
C 0.66 0.70 -0.38 0.001
C -0.83 -1.19 -4.38 0.000
H -1.25 -0.23 -0.26 0.001
H -1.09 1.34 -1.21 0.000
H 1.22 -0.19 -0.08 0.000
H 0.44 1.29 0.51 0.001
H 1.10 1.45 -1.03 0.000
H -1.31 -2.13 -4.66 0.000
H 0.25 -1.23 -4.23 0.000
H -0.92 -0.36 -5.08 0.000
O 0.69 -4.42 -2.81 0.000
C 1.69 -4.45 -3.58 0.000
O 1.99 -5.29 -4.59 0.000
C 1.13 -6.36 -4.74 0.000
C 1.51 -7.20 -5.91 0.000
C 2.71 -3.39 -3.59 0.000
H 0.14 -5.90 -4.78 0.000
H 1.02 -6.94 -3.83 0.000
H 1.52 -6.66 -6.85 0.000
H 0.86 -8.07 -5.99 0.000
H 2.55 -7.49 -5.75 0.000
H 3.68 -3.88 -3.61 0.000
H 2.57 -2.71 -2.75 0.000
H 2.63 -2.86 -4.54 0.000
O -3.17 6.04 3.18 0.000
C -3.99 5.19 2.80 0.000
O -3.88 4.55 1.65 0.000
C -2.92 4.93 0.72 0.000
C -3.03 4.04 -0.51 0.000
C -5.04 4.64 3.66 0.000
H -1.94 4.71 1.14 0.000
H -3.05 5.97 0.40 0.000
H -2.56 3.06 -0.43 0.000
H -2.56 4.53 -1.36 0.000
H -4.06 3.90 -0.86 0.000
H -5.78 4.06 3.12 0.000
H -5.65 5.40 4.16 0.000
H -4.58 3.98 4.40 0.000
```